Entry 1:
Density functional theory data (ωB97M-V with the def2-TZVPD basis set) for 2 unconnected molecules or ions with the total composition C24H27N2O at a distorted geometry.

Summary:
DFT total energy	-30345.9274	eV
net charge	+1

Last column: natural (NBO) charge in e.
CARTESIAN COORDINATES (ANGSTROEM)
1 C 2.283 -1.883 4.256  -0.27
2 O 1.784 -2.834 3.269  -0.46
3 C 1.939 -2.539 1.953  0.41
4 C 1.158 -3.285 1.037  -0.27
5 C 1.027 -2.852 -0.258  -0.09
6 C 1.752 -1.724 -0.743  -0.25
7 C 1.604 -1.338 -2.104  0.16
8 C 1.909 -0.043 -2.630  -0.10
9 C 2.053 0.064 -4.033  -0.15
10 C 2.362 1.278 -4.629  -0.20
11 C 2.635 2.414 -3.843  -0.15
12 C 2.483 2.318 -2.450  -0.22
13 C 2.069 1.131 -1.840  -0.18
14 C 2.656 -1.095 0.152  -0.04
15 C 2.742 -1.485 1.475  -0.35
16 H 1.929 -2.283 5.216  0.23
17 H 3.392 -1.851 4.243  0.19
18 H 1.884 -0.861 4.085  0.20
19 H 0.624 -4.157 1.403  0.25
20 H 0.364 -3.377 -0.952  0.23
21 H 0.935 -1.954 -2.710  0.23
22 H 1.913 -0.846 -4.617  0.23
23 H 2.417 1.340 -5.716  0.23
24 H 2.919 3.362 -4.324  0.24
25 H 2.694 3.201 -1.834  0.23
26 H 1.897 1.106 -0.756  0.23
27 H 3.310 -0.301 -0.201  0.22
28 H 3.359 -0.923 2.169  0.24
29 C 6.879 -6.154 -1.433  -0.41
30 N 6.420 -5.108 -0.561  -0.45
31 C 7.152 -4.988 0.697  -0.21
32 C 6.835 -3.582 1.215  -0.42
33 C 6.254 -2.804 0.007  -0.40
34 C 6.134 -3.813 -1.155  -0.06
35 C 4.822 -3.806 -1.915  -0.03
36 C 4.081 -4.977 -2.117  -0.16
37 C 3.025 -4.967 -3.026  -0.23
38 C 2.647 -3.725 -3.567  0.02
39 N 3.149 -2.570 -3.097  -0.43
40 C 4.299 -2.593 -2.413  0.05
41 H 6.280 -6.164 -2.347  0.20
42 H 7.946 -6.047 -1.696  0.18
43 H 6.748 -7.113 -0.909  0.21
44 H 6.835 -5.790 1.385  0.20
45 H 8.242 -5.123 0.541  0.17
46 H 6.101 -3.662 2.030  0.21
47 H 7.744 -3.109 1.607  0.22
48 H 5.280 -2.372 0.254  0.20
49 H 6.927 -1.984 -0.280  0.22
50 H 6.972 -3.553 -1.844  0.19
51 H 4.334 -5.872 -1.539  0.25
52 H 2.522 -5.872 -3.334  0.24
53 H 1.882 -3.675 -4.351  0.21
54 H 4.791 -1.629 -2.235  0.21


Entry 2:
Density functional theory data (ωB97M-V with the def2-TZVPD basis set) for a molecular structure, C25H22N2O4 at a distorted geometry.

Summary:
DFT total energy	-37445.4144	eV

Last column: natural (NBO) charge in e.
CARTESIAN COORDINATES (ANGSTROEM)
1 C 2.742 -5.767 -3.653  -0.26
2 O 1.639 -4.956 -4.154  -0.49
3 C 1.115 -4.026 -3.306  0.33
4 C 0.036 -3.248 -3.802  -0.26
5 C -0.451 -2.225 -3.021  -0.16
6 C 0.174 -1.816 -1.831  -0.05
7 C -0.379 -0.636 -1.147  -0.17
8 C -0.028 -0.491 0.238  -0.25
9 C -0.627 0.365 1.118  -0.12
10 C -0.430 0.421 2.547  -0.15
11 C -1.186 1.314 3.368  -0.15
12 C -0.981 1.417 4.727  -0.27
13 C 0.033 0.623 5.328  0.33
14 O 0.304 0.866 6.643  -0.49
15 C 1.389 0.115 7.252  -0.26
16 C 0.765 -0.331 4.559  -0.34
17 C 0.527 -0.409 3.197  -0.09
18 C 1.268 -2.589 -1.360  -0.18
19 C 1.685 -3.736 -2.027  -0.32
20 H 3.015 -6.401 -4.499  0.21
21 H 3.598 -5.142 -3.344  0.18
22 H 2.393 -6.372 -2.800  0.18
23 H -0.333 -3.441 -4.820  0.24
24 H -1.345 -1.719 -3.367  0.22
25 H -1.418 -0.339 -1.456  0.25
26 H 0.724 -1.178 0.613  0.20
27 H -1.327 1.085 0.694  0.21
28 H -1.968 1.926 2.924  0.22
29 H -1.535 2.092 5.388  0.23
30 H 1.434 0.491 8.278  0.21
31 H 1.182 -0.971 7.247  0.18
32 H 2.340 0.302 6.722  0.18
33 H 1.523 -0.961 5.047  0.22
34 H 1.093 -1.138 2.621  0.20
35 H 1.829 -2.334 -0.460  0.21
36 H 2.510 -4.357 -1.636  0.22
37 C -0.240 1.017 -2.118  -0.16
38 N -0.524 0.758 -3.564  0.48
39 O 0.425 0.468 -4.328  -0.36
40 O -1.705 0.823 -4.036  -0.42
41 C -0.796 2.384 -1.812  -0.07
42 C -2.206 2.560 -1.861  -0.14
43 C -2.823 3.754 -1.469  -0.17
44 C -2.029 4.850 -1.094  -0.18
45 C -2.668 6.014 -0.528  0.28
46 N -3.160 6.915 0.051  -0.30
47 C -0.637 4.770 -1.191  -0.17
48 C -0.035 3.555 -1.555  -0.18
49 H 0.808 0.931 -1.989  0.24
50 H -2.807 1.736 -2.242  0.24
51 H -3.923 3.822 -1.458  0.23
52 H -0.048 5.676 -0.961  0.24
53 H 1.060 3.538 -1.672  0.23


Entry 3:
Density functional theory data (ωB97M-V with the def2-TZVPD basis set) for C6H7N in the gas phase at a distorted geometry.

Summary:
DFT total energy	-7821.5042	eV

Last column: natural (NBO) charge in e.
CARTESIAN COORDINATES (ANGSTROEM)
1 C 1.099 -0.325 -2.007  -0.37
2 C 0.574 -0.221 -0.708  -0.03
3 C 1.056 -0.581 0.633  -0.23
4 C 0.181 -0.438 1.640  -0.18
5 C -1.029 0.215 1.133  -0.13
6 C -0.847 0.240 -0.482  -0.12
7 H 0.550 -0.269 -2.943  0.20
8 H 2.030 -0.743 -2.250  0.19
9 H 2.195 -0.581 0.878  0.22
10 H 0.446 -0.568 2.748  0.23
11 H -2.029 0.219 1.641  0.21
12 H -1.646 1.878 0.174  0.36
13 H -1.857 -0.181 -0.822  0.23
14 N -0.724 1.354 0.363  -0.57


Entry 4:
Density functional theory data (ωB97M-V with the def2-TZVPD basis set) for a molecular structure, CH2F11K2N4O20S9 at a distorted geometry.

Summary:
DFT total energy	-208034.0063	eV
net charge	-3

Last column: natural (NBO) charge in e.
CARTESIAN COORDINATES (ANGSTROEM)
1 K -3.537 -7.048 -0.164  1.00
2 K -1.764 1.937 3.727  1.00
3 N -5.744 -0.343 -3.441  -1.01
4 S -5.243 -1.121 -1.951  2.33
5 O -4.171 -0.490 -1.213  -0.88
6 O -5.528 -2.527 -1.745  -0.91
7 F -6.538 -0.479 -1.204  -0.53
8 S -5.089 -1.436 -4.227  2.42
9 O -5.970 -2.518 -4.655  -0.97
10 O -3.718 -1.770 -4.045  -0.92
11 F -5.016 -0.625 -5.605  -0.53
12 N 6.277 5.716 4.041  -1.13
13 S 5.349 4.300 4.055  2.38
14 O 6.110 3.076 4.334  -0.88
15 O 4.255 4.245 3.091  -0.90
16 F 4.555 4.674 5.387  -0.51
17 S 6.703 5.674 2.590  2.45
18 O 5.790 6.171 1.597  -0.93
19 O 7.624 4.605 2.277  -0.94
20 F 7.691 6.933 2.611  -0.54
21 N -3.679 -4.776 7.411  -1.04
22 S -1.952 -4.867 7.343  2.29
23 O -1.275 -3.736 8.088  -0.87
24 O -1.280 -5.523 6.225  -0.84
25 F -2.018 -6.048 8.471  -0.52
26 S -3.758 -4.188 6.067  2.39
27 O -3.661 -4.918 4.822  -0.93
28 O -3.257 -2.778 5.965  -0.94
29 F -5.376 -3.990 6.194  -0.54
30 N -2.195 4.650 -7.363  -1.03
31 S -2.162 4.992 -9.017  2.27
32 O -2.157 3.816 -9.963  -0.86
33 O -1.529 6.305 -9.380  -0.87
34 F -3.784 5.305 -9.089  -0.52
35 S -0.844 3.986 -7.438  2.36
36 O 0.367 4.793 -7.703  -0.91
37 O -0.844 2.550 -7.830  -0.91
38 F -0.713 3.704 -5.867  -0.52
39 C 2.180 -1.529 -0.186  0.73
40 F 2.633 -2.207 -1.237  -0.32
41 F 3.088 -0.688 0.374  -0.33
42 F 1.087 -0.794 -0.452  -0.33
43 S 1.640 -2.861 1.133  2.28
44 O 1.027 -2.083 2.210  -1.00
45 O 0.801 -3.817 0.406  -1.01
46 O 2.896 -3.490 1.584  -1.02
47 O 7.760 -3.471 1.579  -0.94
48 H 6.820 -3.458 1.400  0.48
49 H 8.149 -3.856 0.793  0.46


Entry 5:
Density functional theory data (ωB97M-V with the def2-TZVPD basis set) for 2 unconnected molecules or ions with the total composition C5H10O at a distorted geometry.

Summary:
DFT total energy	-7392.8041	eV

Last column: natural (NBO) charge in e.
CARTESIAN COORDINATES (ANGSTROEM)
1 C -1.464 -0.423 -0.454  -0.64
2 C -0.553 0.068 0.715  -0.01
3 C -0.933 1.145 1.385  -0.42
4 C 1.784 -0.868 0.488  -0.37
5 C 0.590 -0.808 1.031  -0.22
6 H -2.527 -0.455 -0.196  0.21
7 H -1.087 -1.429 -0.646  0.22
8 H -1.399 0.299 -1.256  0.22
9 H -1.848 1.698 1.252  0.20
10 H -0.260 1.413 2.201  0.19
11 H 2.120 -0.225 -0.308  0.20
12 H 2.437 -1.603 0.927  0.20
13 H 0.254 -1.571 1.742  0.21
14 H 0.453 1.029 -2.868  0.47
15 H 1.342 1.198 -1.670  0.47
16 O 1.091 0.532 -2.342  -0.93


Entry 6:
Density functional theory data (ωB97M-V with the def2-TZVPD basis set) for 2 unconnected molecules or ions with the total composition C6H11N2O at a distorted geometry.

Summary:
DFT total energy	-11418.1827	eV
net charge	+1

Last column: natural (NBO) charge in e.
CARTESIAN COORDINATES (ANGSTROEM)
1 C 2.281 0.884 0.081  0.17
2 C 1.345 -2.705 0.152  0.28
3 C -0.192 1.009 0.060  -0.43
4 C 1.130 0.803 -0.592  -0.30
5 C -1.126 -0.083 -0.504  -0.49
6 C -2.052 -0.011 0.582  0.32
7 N -3.172 0.610 0.324  -0.66
8 N 1.539 -3.333 -0.802  -0.71
9 O 2.329 1.071 1.450  -0.68
10 H 3.212 0.677 -0.395  0.19
11 H -0.086 1.024 1.104  0.24
12 H -0.460 1.915 -0.355  0.23
13 H 1.077 0.381 -1.647  0.22
14 H -0.487 -0.930 -0.590  0.29
15 H -1.790 -0.373 1.587  0.26
16 H -3.401 1.011 -0.660  0.46
17 H -3.787 0.750 1.192  0.45
18 H 1.977 -4.066 -1.260  0.44
19 H -1.538 0.197 -1.466  0.23
20 H 3.201 1.169 1.738  0.49